{
  "formula": "C44H35AsAuBO5S",
  "method": "ωB97M-V with the def2-TZVPD basis set",
  "species": ["Au", "O", "C", "C", "O", "O", "C", "C", "C", "C", "C", "C", "C", "C", "C", "C", "C", "C", "H", "H", "H", "H", "H", "H", "H", "H", "H", "H", "H", "S", "C", "C", "C", "C", "C", "C", "H", "H", "H", "H", "H", "O", "B", "O", "C", "C", "C", "C", "C", "C", "H", "H", "H", "H", "C", "C", "C", "C", "C", "C", "As", "C", "C", "C", "C", "C", "C", "C", "C", "C", "C", "C", "C", "H", "H", "H", "H", "H", "H", "H", "H", "H", "H", "H", "H", "H", "H", "H"],
  "positions_angstrom": [[-0.699, 0.810, 0.736], [1.548, 0.884, 0.659], [1.923, 2.121, -0.014], [0.813, 2.557, -1.013], [1.095, 3.340, -1.893], [-0.392, 2.090, -0.822], [3.242, 1.849, -0.713], [3.256, 1.289, -1.986], [4.456, 0.945, -2.586], [5.655, 1.149, -1.918], [5.647, 1.693, -0.642], [4.446, 2.042, -0.042], [1.991, 3.207, 1.050], [2.344, 4.503, 0.672], [2.396, 5.512, 1.616], [2.093, 5.244, 2.947], [1.742, 3.960, 3.323], [1.693, 2.940, 2.378], [1.954, 0.144, 0.178], [2.328, 1.146, -2.527], [4.453, 0.520, -3.582], [6.592, 0.887, -2.392], [6.578, 1.856, -0.114], [4.442, 2.474, 0.950], [2.565, 4.710, -0.367], [2.671, 6.514, 1.312], [2.131, 6.036, 3.684], [1.502, 3.735, 4.354], [1.432, 1.939, 2.694], [-1.075, -0.673, 2.449], [-0.765, 0.390, 3.849], [-1.598, 1.466, 4.148], [-1.327, 2.267, 5.246], [-0.238, 1.993, 6.064], [0.587, 0.917, 5.773], [0.330, 0.121, 4.664], [-2.453, 1.674, 3.517], [-1.973, 3.107, 5.464], [-0.033, 2.618, 6.924], [1.439, 0.698, 6.403], [0.981, -0.709, 4.421], [-3.348, 0.224, -0.395], [-2.709, 0.836, 0.662], [-3.581, 1.490, 1.506], [-4.828, 1.273, 0.945], [-6.054, 1.704, 1.390], [-7.156, 1.331, 0.621], [-7.012, 0.565, -0.531], [-5.760, 0.134, -0.969], [-4.685, 0.509, -0.201], [-6.152, 2.300, 2.286], [-8.144, 1.646, 0.928], [-7.891, 0.297, -1.102], [-5.633, -0.461, -1.863], [-1.492, -6.729, -0.493], [-2.010, -5.810, 0.407], [-1.738, -4.456, 0.248], [-0.952, -4.018, -0.810], [-0.430, -4.947, -1.708], [-0.701, -6.297, -1.551], [-0.603, -2.107, -0.945], [-1.162, -1.738, -2.773], [-2.046, -2.548, -3.476], [-2.512, -2.156, -4.726], [-2.105, -0.951, -5.277], [-1.235, -0.128, -4.572], [-0.774, -0.517, -3.325], [1.339, -2.164, -1.185], [2.106, -2.084, -0.023], [3.495, -2.104, -0.085], [4.129, -2.217, -1.313], [3.372, -2.311, -2.473], [1.986, -2.278, -2.413], [-1.702, -7.784, -0.370], [-2.623, -6.145, 1.233], [-2.139, -3.737, 0.955], [0.191, -4.614, -2.531], [-0.293, -7.014, -2.252], [-2.373, -3.491, -3.055], [-3.197, -2.796, -5.267], [-2.470, -0.647, -6.249], [-0.929, 0.824, -4.985], [-0.122, 0.148, -2.768], [1.610, -2.014, 0.942], [4.077, -2.029, 0.825], [5.210, -2.221, -1.367], [3.866, -2.401, -3.432], [1.405, -2.334, -3.326]],
  "forces_ev_per_a": [[-0.1289, -0.0321, 0.1300], [0.0802, 0.1434, -0.0915], [0.0421, -0.0299, 0.0693], [-0.1910, 0.0754, -0.1943], [0.0170, -0.0901, 0.0881], [0.2447, 0.0335, -0.0136], [0.0108, 0.0422, 0.0343], [-0.0334, 0.0184, -0.0414], [0.0328, 0.0080, -0.0114], [-0.0071, 0.0057, -0.0015], [-0.0262, 0.0029, -0.0134], [0.0194, -0.0129, 0.0216], [0.0509, 0.0480, -0.0359], [-0.0226, -0.0695, -0.0174], [-0.0028, 0.0129, 0.0439], [0.0056, 0.0127, -0.0287], [-0.0040, -0.0265, 0.0145], [-0.0140, -0.0083, 0.0789], [-0.0281, -0.0824, 0.0097], [0.0105, -0.0072, 0.0059], [0.0022, 0.0040, 0.0021], [0.0013, 0.0002, 0.0017], [0.0012, -0.0011, 0.0017], [-0.0038, 0.0004, -0.0020], [0.0001, 0.0031, -0.0153], [0.0009, 0.0011, 0.0019], [0.0008, 0.0030, -0.0037], [-0.0038, 0.0008, -0.0002], [0.0071, 0.0254, -0.0016], [-0.0567, 0.0632, -0.0521], [-0.0081, 0.0260, -0.0254], [-0.0431, 0.0209, 0.0188], [0.0087, -0.0087, -0.0043], [0.0014, 0.0071, 0.0003], [-0.0032, 0.0028, 0.0138], [0.0200, -0.0165, -0.0152], [0.0546, -0.0067, 0.0430], [0.0032, -0.0007, 0.0063], [0.0004, -0.0009, 0.0003], [0.0004, -0.0005, 0.0003], [0.0028, 0.0008, 0.0030], [-0.0711, 0.0051, 0.0794], [0.1183, -0.1931, 0.0222], [-0.0447, 0.0436, -0.1135], [0.0102, 0.0073, 0.0154], [-0.0167, -0.0017, -0.0110], [0.0095, 0.0072, 0.0128], [0.0017, -0.0050, -0.0005], [-0.0126, 0.0012, -0.0051], [0.0098, -0.0105, -0.0113], [-0.0019, 0.0009, 0.0008], [0.0010, 0.0006, 0.0012], [0.0010, 0.0009, 0.0003], [0.0029, 0.0020, -0.0010], [0.0055, -0.0091, -0.0049], [-0.0038, 0.0028, 0.0069], [-0.0263, -0.0041, -0.0164], [0.0333, -0.0163, -0.0260], [0.0107, 0.0052, 0.0115], [-0.0043, -0.0020, 0.0061], [-0.0385, 0.0063, -0.0477], [-0.0398, 0.0577, 0.0248], [0.0498, -0.0320, -0.0073], [-0.0002, -0.0066, 0.0021], [-0.0003, 0.0031, 0.0036], [-0.0098, -0.0023, -0.0304], [0.0134, 0.0151, 0.0556], [0.0014, -0.0064, -0.0466], [0.0041, -0.0339, 0.0524], [-0.0179, -0.0051, 0.0171], [-0.0044, -0.0111, -0.0238], [0.0036, -0.0096, 0.0050], [-0.0222, 0.0093, 0.0164], [0.0000, 0.0000, -0.0011], [0.0004, -0.0003, 0.0005], [0.0008, -0.0030, -0.0012], [0.0018, -0.0015, 0.0029], [-0.0003, 0.0006, 0.0007], [-0.0034, -0.0053, 0.0044], [0.0009, -0.0017, 0.0007], [-0.0014, -0.0021, 0.0001], [0.0075, 0.0011, 0.0090], [-0.0206, 0.0103, -0.0087], [0.0088, 0.0138, -0.0083], [0.0014, -0.0024, -0.0018], [0.0013, -0.0032, 0.0006], [-0.0057, 0.0001, -0.0027], [0.0036, 0.0063, -0.0040]],
  "orbital_gap_ev": 8.321,
  "lumo_energy_ha": 0.002,
  "max_force_ev_per_a": 0.28,
  "multiplicity": 1,
  "de_lowest_ev": 0.566,
  "e_tot_ha": -4868.5188
}